Below is a structure of composition C37H20F4N7O4S4Ti, with properties calculated with ωB97M-V/def2-TZVPD.

Summary:
DFT total energy, eV: -134636.0933
Energy relative to the best compared isomer or geometry (same formula, charge and spin), kJ/mol: 0.0
Charge: +1
Frontier orbital gap, Eh: 0.183
E_LUMO, eV: -5.8
HOMO, Eh: -0.396
Spin multiplicity: 1

The geometry in XYZ format:
```
77
Properties=species:S:1:pos:R:3:forces:R:3:lowdin_charge:R:1
Ti 0.606647 0.091423 -0.305536 1.59 0.53 1.76 0.5574
S 1.565303 2.083093 -1.345763 -0.22 -0.23 -0.13 0.7082
C 2.511747 2.859604 -0.079235 0.04 -0.01 -0.03 -0.6558
C 3.701357 3.512978 -0.392429 0.03 0.03 0.01 -0.1223
C 4.423162 4.163035 0.598522 -0.01 -0.02 -0.01 -0.0665
C 3.975588 4.162717 1.913844 0.00 -0.01 -0.02 -0.0635
C 2.779491 3.535189 2.229574 -0.01 0.00 0.01 -0.0774
C 2.042664 2.902020 1.234978 0.11 0.10 0.11 -0.5476
S 0.489541 2.150175 1.618277 -0.19 -0.35 -0.12 0.9401
C -0.626536 3.479972 1.071733 -0.12 0.04 0.02 -0.3168
C -1.913885 2.858139 0.596495 0.00 0.12 -0.04 -0.3355
C -2.858371 3.545042 -0.155781 0.04 0.04 0.05 -0.0197
C -3.975238 2.847943 -0.589680 -0.06 -0.03 0.04 -0.0546
C -4.105249 1.497024 -0.285685 -0.07 0.05 -0.08 -0.0147
C -3.105157 0.900416 0.464064 0.02 -0.17 0.06 -0.3444
C -3.108468 -0.576622 0.782465 0.03 0.07 -0.04 -0.3328
S -1.459135 -1.323054 0.955077 0.10 0.39 -0.13 1.0139
C -1.043919 -1.008600 2.656220 -0.11 -0.07 0.02 -0.5170
C -1.971483 -1.101983 3.685963 0.02 0.04 -0.04 -0.0770
C -1.569022 -0.918577 4.998740 0.01 -0.02 0.02 -0.0614
C -0.233140 -0.676409 5.287606 0.02 0.02 0.00 -0.0620
C 0.697463 -0.624573 4.263049 0.03 -0.01 0.02 -0.1006
C 0.299647 -0.791890 2.939412 0.15 0.05 0.03 -0.6607
S 1.537957 -0.820677 1.669954 -0.32 0.03 -0.09 0.7207
N -2.061874 1.579882 0.908377 0.07 -0.11 0.08 0.0649
H 4.059224 3.503590 -1.415016 -0.01 0.00 0.03 0.1116
H 5.347354 4.666144 0.342916 -0.02 -0.01 0.00 0.1140
H 4.548012 4.657954 2.686895 -0.01 -0.01 -0.02 0.1115
H 2.406354 3.538598 3.246721 0.01 0.00 -0.03 0.1135
H -0.140155 4.056086 0.286838 -0.03 -0.01 -0.07 0.0937
H -0.819364 4.134322 1.922711 0.07 0.05 0.01 0.1021
H -2.711150 4.585237 -0.417886 -0.02 -0.05 0.00 0.1206
H -4.728602 3.348284 -1.186978 0.05 -0.02 0.04 0.1166
H -4.953617 0.921774 -0.638119 0.03 0.04 0.02 0.1214
H -3.617791 -1.147641 0.007865 0.01 0.00 -0.03 0.0905
H -3.643622 -0.754126 1.710935 -0.07 -0.07 0.04 0.0766
H -3.007463 -1.336208 3.481015 0.01 0.02 0.01 0.1034
H -2.297881 -0.984501 5.795600 0.01 0.01 -0.01 0.1128
H 0.085293 -0.534950 6.312657 -0.01 -0.01 -0.04 0.1129
H 1.744617 -0.449979 4.481014 -0.05 -0.01 -0.01 0.1107
C 4.677337 0.370569 0.444923 0.01 -0.05 -0.06 0.0219
C 4.026856 -0.483926 -0.583205 0.10 -0.09 0.09 -0.3080
N 2.735631 -0.660537 -0.787262 -0.45 -0.02 -0.23 -0.0101
C 2.613880 -1.574879 -1.810276 -0.10 0.12 0.30 -0.1229
C 3.841194 -1.960138 -2.237475 0.26 0.01 0.07 -0.0486
N 4.712991 -1.265950 -1.448634 0.12 0.12 0.04 0.2092
C 4.375585 -2.862084 -3.290755 0.00 0.06 -0.36 -0.4595
O 3.490512 -3.477147 -4.063052 0.00 0.10 0.26 0.1633
O 5.564400 -2.952258 -3.435804 -0.02 -0.07 0.08 0.1431
C 1.261810 -2.005163 -2.148352 -0.45 0.13 0.40 -0.4635
O 0.965253 -2.812863 -2.992031 0.16 -0.01 -0.18 0.1403
O 0.377037 -1.393540 -1.352184 0.04 -0.64 -1.22 -0.2290
H 3.942798 0.675840 1.185179 0.00 0.02 0.01 0.0545
H 5.105075 1.264760 -0.006897 0.01 -0.03 -0.02 0.0863
H 5.474936 -0.181693 0.942910 -0.03 -0.01 -0.01 0.1017
H 5.716694 -1.357366 -1.533239 -0.01 0.00 0.00 0.1866
H 2.570533 -3.287113 -3.772664 -0.07 -0.13 -0.06 0.0864
F -1.517834 -1.033181 -3.734374 -0.04 0.08 -0.15 0.1403
C -1.957037 -0.460191 -4.853131 0.04 0.31 0.30 -0.1228
C -2.080683 -1.192837 -5.960227 -0.14 -0.04 -0.42 -0.1235
F -1.757487 -2.467193 -5.920794 0.00 -0.01 -0.04 0.1679
C -2.571425 -0.626592 -7.219297 0.06 0.34 0.54 -0.0018
C -2.969022 0.780317 -7.142832 0.04 -0.41 -0.22 -0.1254
C -2.851980 1.502884 -6.026873 0.10 0.02 0.40 -0.1317
F -3.239335 2.768594 -6.034463 0.05 0.01 0.09 0.1526
C -2.295287 0.951763 -4.800753 -0.12 -0.45 -0.61 0.0048
C -2.104819 1.694561 -3.689716 0.02 0.69 1.09 -0.0816
C -1.476853 1.185077 -2.494969 -0.50 0.24 -1.01 -0.0557
N -0.918956 0.855121 -1.557177 -0.35 -0.08 0.13 0.1065
C -2.485690 3.080221 -3.541294 0.20 -0.19 -0.04 -0.1528
N -2.745107 4.172806 -3.298135 0.00 -0.10 -0.11 0.2325
F -3.467495 1.351655 -8.218731 0.00 -0.02 -0.03 0.1656
C -2.643926 -1.342021 -8.358001 -0.06 -0.40 -0.67 -0.0971
C -3.094325 -0.793856 -9.617269 0.17 -0.17 0.26 -0.1424
N -3.410207 -0.416112 -10.654110 -0.03 -0.03 0.01 0.2347
C -2.273658 -2.735340 -8.444607 -0.16 0.27 -0.02 -0.1430
N -2.025999 -3.849303 -8.568387 0.03 0.03 -0.03 0.2348
```
Forces are in eV/Å.